DFT (ωB97M-V/def2-TZVPD) results for a single C22H32N4OS molecule.

Results
**SMILES**: CSCCCN1CCC(n2nccc2NC(=O)CCCc2ccccc2)CC1
**Relative energy (zero: lowest compared OMol25 entry of this formula, charge and spin)**: 0.7606 eV
**E**: -1549.97688 hartree

Geometry (Å):
C -3.60474 -0.07796 -7.03792
S -3.99539 0.94368 -5.58761
C -3.49322 -0.18862 -4.25349
C -1.98494 -0.30277 -4.10778
C -1.61970 -1.10978 -2.85662
N -2.18819 -0.51289 -1.66367
C -2.49363 -1.43702 -0.59264
C -1.25483 -1.93570 0.16508
C -0.39640 -0.77642 0.67904
N -1.00114 -0.13696 1.82690
N -2.30011 -0.25214 2.11901
C -2.50558 0.48404 3.19162
C -1.32630 1.10073 3.62360
C -0.37555 0.67727 2.71711
N 0.98252 0.94562 2.62967
C 1.65843 1.87745 3.37013
O 1.13577 2.60827 4.17557
C 3.14479 1.86364 3.06046
C 3.81531 0.61834 3.66709
C 4.85062 -0.00394 2.71941
C 4.18856 -0.59468 1.50679
C 3.47852 -1.78657 1.61316
C 2.84325 -2.33393 0.51281
C 2.90373 -1.69215 -0.71416
C 3.60063 -0.50227 -0.83080
C 4.23859 0.04075 0.27221
C -0.14689 0.24372 -0.44344
C -1.46208 0.62387 -1.13933
H -4.11815 -1.03190 -6.95547
H -3.96508 0.46331 -7.90599
H -2.53132 -0.22346 -7.11477
H -3.91574 0.22950 -3.34118
H -3.95312 -1.15801 -4.44845
H -1.55250 -0.79819 -4.97989
H -1.56008 0.70020 -4.04662
H -0.52316 -1.21136 -2.81362
H -2.04011 -2.11358 -2.96021
H -3.03859 -2.28877 -1.00515
H -3.14274 -0.91937 0.11692
H -0.63657 -2.54480 -0.49830
H -1.57319 -2.55032 1.00670
H 0.57074 -1.18865 1.00910
H -3.48594 0.54724 3.61943
H -1.17522 1.75559 4.45383
H 1.51476 0.38913 1.97508
H 3.58839 2.77312 3.46353
H 3.27347 1.86651 1.97620
H 4.30047 0.88783 4.60537
H 3.05861 -0.13482 3.90068
H 5.57303 0.75732 2.42078
H 5.38604 -0.78992 3.25658
H 3.43492 -2.29578 2.56568
H 2.30829 -3.26774 0.60956
H 2.41853 -2.12595 -1.57629
H 3.65532 0.00246 -1.78419
H 4.79653 0.96069 0.16623
H 0.31936 1.14381 -0.03846
H 0.54619 -0.19594 -1.16299
H -1.25960 1.32654 -1.94919
H -2.11641 1.11884 -0.41596

DFT (ωB97M-V/def2-TZVPD) results for a molecular structure, C22H33AuF2NO2SSi2.

Results
**Relative energy (zero: lowest compared OMol25 entry of this formula, charge and spin)**: 1.4192 eV
**Charge**: -1
**E**: -2375.91581 hartree

Geometry (Å):
Au -0.09118 -0.06376 -0.64871
F -3.27940 -4.25717 -0.82660
C -3.25914 -2.91129 -0.65373
C -2.06556 -2.23393 -0.71149
C -2.01968 -0.84991 -0.53170
C -3.22504 -0.14077 -0.29930
C -4.39912 -0.90254 -0.25932
F -5.61901 -0.33779 -0.01765
C -4.45529 -2.27090 -0.42311
C -3.22316 1.35197 -0.10940
C -4.38362 2.14049 -0.02208
C -4.27135 3.50909 0.14065
C -3.02038 4.09291 0.22070
C -1.92693 3.24753 0.13711
N -2.02652 1.93609 -0.01488
H -1.16560 -2.79311 -0.93774
H -5.39625 -2.79891 -0.37919
H -5.36020 1.70342 -0.09215
H -5.16758 4.11549 0.20104
H -2.89272 5.16036 0.34295
H -0.91658 3.63818 0.19383
O -0.03268 0.36216 1.65385
S 0.50931 -0.71663 2.55225
C 0.11715 -0.12983 4.23002
C -1.29271 -0.60672 4.55102
C -1.34217 -2.04470 4.04219
C -0.79356 -1.99730 2.62131
H 0.24484 0.95083 4.19207
H 0.85754 -0.55881 4.90905
H -2.01781 0.00628 4.01139
H -1.51079 -0.53184 5.61737
H -2.34994 -2.46152 4.05320
H -0.71520 -2.67983 4.67462
H -1.53055 -1.62344 1.90659
H -0.39549 -2.93907 2.24777
C 4.32096 2.14148 -1.79273
Si 2.46463 1.72994 -1.74424
C 1.66127 3.22815 -0.91541
C 1.92390 1.66912 -3.53444
C 2.05878 0.23745 -0.73778
Si 2.73471 -1.42960 -1.14014
C 2.17936 -2.15209 -2.77433
C 4.63542 -1.47625 -1.19793
C 2.32155 -2.66385 0.24134
H 4.48735 3.08123 -2.32880
H 4.87534 1.36040 -2.31851
H 4.75638 2.23854 -0.79391
H 1.84485 4.16046 -1.45698
H 2.03800 3.34540 0.10569
H 0.58377 3.06891 -0.85093
H 2.01842 2.66169 -3.98656
H 0.89419 1.30549 -3.58621
H 2.54951 0.97781 -4.10732
H 2.32425 0.48834 0.30253
H 2.65295 -1.61055 -3.59890
H 1.10013 -2.03553 -2.90137
H 2.48055 -3.20242 -2.84372
H 5.01604 -0.86594 -2.02021
H 4.98833 -2.50043 -1.35566
H 5.08553 -1.10067 -0.27426
H 1.24088 -2.78724 0.36388
H 2.73415 -2.32042 1.19471
H 2.74915 -3.64672 0.02176
O -0.30399 -0.26778 -2.54150

DFT (ωB97M-V/def2-TZVPD) results for a single C22H33N5O2 molecule.

Results
**SMILES**: COc1ccc(CN2CCN(CC=C(C)C)[C@H](CCO)C2)cc1Cn1cncn1
**Relative energy (zero: lowest compared OMol25 entry of this formula, charge and spin)**: 2.4453 eV
**E**: -1282.33378 hartree

Geometry (Å):
C -5.04634 -3.09091 -1.36745
O -4.67224 -1.81505 -0.90590
C -3.57556 -1.70771 -0.10447
C -2.82491 -2.78004 0.35816
C -1.72354 -2.56581 1.17291
C -1.35883 -1.28583 1.55066
C -0.14803 -0.99756 2.39498
N 0.80667 -0.22577 1.61184
C 1.74759 0.52048 2.42165
C 2.60956 1.40453 1.52421
N 3.28418 0.58703 0.53674
C 4.30016 1.32045 -0.20581
C 5.07755 0.43315 -1.13827
C 5.82102 -0.60083 -0.76221
C 5.96992 -1.02184 0.66901
C 6.58893 -1.42487 -1.75172
C 2.34760 -0.17210 -0.27859
C 1.42952 0.67623 -1.18192
C 0.66612 -0.15832 -2.21583
O -0.66141 -0.45317 -1.83878
C 1.54086 -1.05530 0.67666
C -2.11706 -0.21488 1.08671
C -3.20859 -0.40326 0.26310
C -4.01670 0.75844 -0.26063
N -3.25872 1.97504 -0.30634
C -2.17664 2.26699 -1.04787
N -1.74733 3.47478 -0.76098
C -2.61398 3.89618 0.18084
N -3.53890 3.01650 0.48491
H -5.91095 -2.92840 -2.00903
H -4.24576 -3.55712 -1.94984
H -5.33002 -3.75027 -0.54101
H -3.08346 -3.79110 0.08731
H -1.15032 -3.41445 1.51756
H 0.29136 -1.93425 2.77848
H -0.44855 -0.38874 3.25238
H 2.40551 -0.15543 2.99811
H 1.19313 1.14887 3.12283
H 1.98168 2.18596 1.06709
H 3.36910 1.89864 2.13695
H 4.98139 1.74666 0.54001
H 3.87228 2.16333 -0.77300
H 5.01260 0.68398 -2.18854
H 5.14296 -0.64986 1.26466
H 6.90416 -0.63183 1.07472
H 6.00451 -2.10725 0.74153
H 6.50882 -1.01609 -2.75564
H 6.21398 -2.44849 -1.76205
H 7.64081 -1.46245 -1.47048
H 2.95596 -0.82149 -0.92061
H 0.70722 1.21931 -0.57103
H 2.04550 1.40506 -1.70893
H 0.57419 0.39200 -3.15612
H 1.21219 -1.09184 -2.42366
H -0.66727 -0.72654 -0.91346
H 2.24176 -1.72545 1.20854
H 0.83981 -1.68052 0.11977
H -1.82824 0.78329 1.37867
H -4.87912 0.94420 0.38702
H -4.38234 0.50984 -1.26184
H -1.74368 1.58690 -1.75206
H -2.55629 4.86086 0.64140

DFT (ωB97M-V/def2-TZVPD) results for a single C22H33NO4 molecule.

Results
**SMILES**: CCC/C=C(\CCC)[C@@H](NC(=O)OCC(C)C)c1ccc(C(=O)OC)cc1
**Relative energy (zero: lowest compared OMol25 entry of this formula, charge and spin)**: 0.0000 eV
**E**: -1213.86555 hartree

Geometry (Å):
C -0.83257 1.34099 4.46125
C -0.14139 2.57202 3.88798
C -0.65275 2.91296 2.48650
C -0.34352 1.81805 1.51428
C -1.07496 1.41410 0.48141
C -2.36998 2.02636 0.02805
C -3.58682 1.14559 0.34072
C -3.86015 1.04632 1.83578
C -0.54835 0.30384 -0.41685
N 0.32323 0.88293 -1.42023
C 0.01992 0.86759 -2.73712
O -0.92502 0.29730 -3.22299
O 0.93724 1.58642 -3.42489
C 0.83790 1.56327 -4.84561
C 1.94303 0.70410 -5.46890
C 1.89327 0.83964 -6.98793
C 1.79294 -0.75565 -5.04907
C 0.12398 -0.79328 0.37414
C -0.61291 -1.45513 1.35406
C -0.04215 -2.44973 2.12002
C 1.28941 -2.80604 1.91452
C 1.95518 -3.86174 2.70996
O 3.10923 -4.19139 2.57774
O 1.13389 -4.42675 3.61085
C 1.70600 -5.45185 4.40709
C 2.02537 -2.15759 0.92695
C 1.44693 -1.16134 0.16458
H -0.66400 0.47689 3.82140
H -0.44723 1.11452 5.45274
H -1.90459 1.50886 4.54081
H 0.93595 2.39558 3.84612
H -0.31263 3.42496 4.54850
H -0.16473 3.83368 2.14791
H -1.72498 3.10181 2.53024
H 0.59814 1.31479 1.70308
H -2.31396 2.16542 -1.05514
H -2.50900 3.00635 0.48465
H -4.46102 1.56804 -0.15873
H -3.42774 0.14578 -0.06859
H -4.69519 0.37574 2.02658
H -2.98541 0.66912 2.35973
H -4.10984 2.02361 2.24403
H -1.37836 -0.13695 -0.98286
H 1.07785 1.47681 -1.11495
H 0.92931 2.60175 -5.17707
H -0.14749 1.17440 -5.12272
H 2.90580 1.08036 -5.10566
H 2.01854 1.87726 -7.28883
H 0.93812 0.48331 -7.36693
H 2.68533 0.25111 -7.44383
H 0.82493 -1.14120 -5.36132
H 2.57380 -1.36221 -5.50187
H 1.86553 -0.85553 -3.96835
H -1.64505 -1.18033 1.51186
H -0.61747 -2.95600 2.87901
H 0.91738 -5.79888 5.06984
H 2.06428 -6.26776 3.77570
H 2.54762 -5.06060 4.98285
H 3.05331 -2.44958 0.77336
H 2.02581 -0.67209 -0.60382

DFT (ωB97M-V/def2-TZVPD) results for 8 unconnected molecules or ions with the total composition C22H34BN8O4.

Results
**Charge**: +1
**E**: -1622.07164 hartree

Geometry (Å):
C 4.53917 -0.10028 2.69116
C 3.31647 0.80783 2.10765
O 2.90453 0.16201 0.87313
B 1.73044 0.75314 0.29902
O 1.74999 0.93954 -1.14349
C 0.40274 1.15491 1.19661
C 0.17625 2.57878 1.78560
C -1.12092 2.83167 2.59264
N -2.15524 1.84450 2.81990
C -1.94520 0.50737 2.27324
C -3.16727 -0.54092 2.55866
O -3.21910 -1.44492 1.43278
O -2.62213 -2.63974 1.70952
C -0.69567 0.08633 1.45860
H 5.52510 0.09929 2.12697
H 4.68595 0.05922 3.82271
H 4.28709 -1.19981 2.51283
H 2.52181 0.82608 2.92976
H 3.76032 1.85886 1.96519
H 1.99680 0.03114 -1.48280
H 0.92241 3.43888 1.63547
H -1.27438 3.86752 3.03867
H -3.02054 2.07202 3.34808
H -4.14446 0.07985 2.51698
H -3.08516 -1.04600 3.57862
H -3.12364 -3.30421 1.17364
H -0.59384 -0.98830 1.06740
C 0.61057 -3.45827 2.63951
C 1.84548 -4.16472 2.16472
N 2.81882 -4.72084 1.79071
H 0.25660 -3.91160 3.56687
H 0.83200 -2.40455 2.82028
H -0.17405 -3.53310 1.88460
C -3.65893 0.96995 -1.60894
C -4.02339 2.35112 -1.15265
N -4.31091 3.44057 -0.79102
H -2.73464 1.00079 -2.18715
H -3.51691 0.31842 -0.74403
H -4.45482 0.56270 -2.23380
C -3.03787 3.45298 -4.89375
C -3.45932 2.01616 -4.80687
N -3.79268 0.88335 -4.73833
H -3.65011 3.97513 -5.63072
H -3.16084 3.93505 -3.92212
H -1.99013 3.51473 -5.19255
C 3.82967 -0.55860 -4.59633
C 2.84359 -1.07160 -3.59027
N 2.06509 -1.47659 -2.79616
H 4.38452 0.28202 -4.17686
H 4.53009 -1.34821 -4.86485
H 3.30471 -0.22706 -5.49419
C 6.10767 -0.65808 -8.16890
C 6.34961 -1.02868 -6.73586
N 6.54034 -1.32162 -5.60572
H 5.95812 -1.55972 -8.76499
H 5.21910 -0.02908 -8.24474
H 6.96648 -0.11038 -8.56025
C 0.42004 4.30181 5.99978
C 1.19116 4.41593 4.71828
N 1.80140 4.50598 3.70917
H 1.10750 4.29664 6.84712
H -0.26176 5.14820 6.09926
H -0.15771 3.37571 6.00402
C -6.08756 -5.68570 2.14513
C -5.30722 -5.57402 0.86878
N -4.69051 -5.48417 -0.13669
H -5.40673 -5.68202 2.99791
H -6.77554 -4.84336 2.23429
H -6.65953 -6.61494 2.14990

DFT (ωB97M-V/def2-TZVPD) results for a molecular structure, C22H34BeCl8F6N7O4S2.

Results
**Charge**: +1
**E**: -6634.35198 hartree

Geometry (Å):
Be -1.48598 -0.15773 -3.31308
C 0.88428 -0.76100 0.06013
F 1.07136 -1.51281 1.14240
F 1.27223 0.49107 0.33929
F 1.58118 -1.17936 -0.96333
S -1.03965 -0.78901 -0.18240
O -1.28741 -1.84330 -1.16034
O -1.67352 -0.87773 1.08633
N -1.42191 0.60867 -1.13735
S -1.35430 1.95656 -0.26945
O -0.86604 1.83556 1.07773
O -0.76496 3.08161 -0.98128
C -3.22089 2.37418 -0.10315
F -3.29571 3.41212 0.73868
F -3.75356 2.70926 -1.25395
F -3.86879 1.35135 0.45389
C 3.38645 1.06740 -2.75035
C 1.92806 1.22243 -2.99820
N 0.78827 1.22729 -3.12673
H 3.96942 1.98540 -2.72676
H 3.82227 0.58267 -3.62863
H 3.53999 0.35896 -1.93958
C 2.56749 -1.36849 -5.58177
C 1.67943 -1.68009 -4.48946
N 1.01284 -1.94062 -3.58582
H 3.53031 -1.80483 -5.31158
H 2.59390 -0.28908 -5.71590
H 2.20609 -1.91772 -6.45118
C -2.26270 -5.21797 -3.46584
C -2.20970 -3.76523 -3.67660
N -2.19615 -2.62078 -3.72567
H -2.48235 -5.75832 -4.38512
H -3.05824 -5.56988 -2.80828
H -1.32417 -5.41860 -2.95100
C -4.44092 -2.63250 -0.75869
C -4.25366 -1.43463 -1.62752
N -4.07289 -0.52040 -2.30401
H -3.99324 -3.45847 -1.30785
H -5.48059 -2.79785 -0.48531
H -3.89886 -2.47751 0.17411
C 3.71880 -2.18438 2.60708
C 4.30716 -3.29134 3.34844
N 4.82262 -4.13885 3.92796
H 4.32769 -1.28353 2.70591
H 2.71327 -1.87227 2.85519
H 3.86267 -2.48667 1.56672
C 1.17251 4.09811 1.92788
C 2.22830 4.84168 2.57293
N 3.06644 5.41309 3.10944
H 0.29211 3.91612 2.54980
H 1.41093 3.10513 1.55106
H 0.69103 4.65525 1.12155
Cl -5.49045 3.31916 4.59488
C -4.05346 4.06907 5.25057
C -2.79874 3.78046 4.44334
Cl -2.11614 2.16866 4.69064
H -3.91863 3.91855 6.32239
H -4.27466 5.13851 5.26377
H -2.06014 4.48392 4.83129
H -2.96142 4.07586 3.40852
Cl 2.19033 -1.76321 5.30556
C 1.01186 -0.38071 5.20955
C -0.06146 -0.78493 4.20261
Cl -1.09009 -2.11180 4.80404
H 1.50813 0.51843 4.84746
H 0.67885 -0.22507 6.23172
H 0.35142 -1.13964 3.26283
H -0.64669 0.08585 3.90431
Cl -0.09263 5.04566 -3.72072
C 1.55465 4.65935 -3.15129
C 2.16488 5.77363 -2.34853
Cl 1.19824 6.15273 -0.92726
H 2.21672 4.46171 -3.99528
H 1.45074 3.75716 -2.55208
H 2.25213 6.71693 -2.88465
H 3.16988 5.46535 -2.05761
Cl -1.15957 -6.68649 -0.54378
C -0.03399 -5.35505 -0.20366
C 1.23116 -5.66994 -0.97883
Cl 2.64817 -4.63660 -0.56271
H 0.11769 -5.20634 0.86388
H -0.42647 -4.38510 -0.51747
H 1.15661 -5.81399 -2.05570
H 1.54217 -6.67507 -0.68817